{"formula": "C36H42F4N8O8S4", "method": "ωB97M-V/def2-TZVPD", "gap_ev": 4.00, "homo_energy_ev": -14.06, "multiplicity": 1, "charge": 4, "lumo_energy_ev": -10.06, "de_lowest_ev": 1.554, "symbols": ["C", "N", "C", "C", "C", "C", "C", "C", "C", "C", "N", "C", "C", "C", "H", "H", "H", "H", "H", "H", "H", "H", "H", "H", "H", "H", "H", "H", "C", "N", "C", "C", "C", "C", "C", "C", "C", "C", "N", "C", "C", "C", "H", "H", "H", "H", "H", "H", "H", "H", "H", "H", "H", "H", "H", "H", "C", "N", "C", "C", "C", "C", "C", "C", "C", "C", "N", "C", "C", "C", "H", "H", "H", "H", "H", "H", "H", "H", "H", "H", "H", "H", "H", "H", "N", "S", "O", "O", "F", "S", "O", "O", "F", "N", "S", "O", "O", "F", "S", "O", "O", "F"], "coordinates": [[11.09, 0.50, -0.72], [9.65, 0.37, -1.04], [8.96, 1.44, -1.45], [7.69, 1.27, -1.97], [7.04, 0.04, -1.86], [7.75, -1.01, -1.27], [9.04, -0.81, -0.83], [5.65, -0.16, -2.33], [4.69, 0.85, -2.26], [3.40, 0.63, -2.68], [3.04, -0.56, -3.19], [3.97, -1.52, -3.32], [5.23, -1.40, -2.82], [1.66, -0.89, -3.55], [11.26, 0.13, 0.29], [11.42, 1.53, -0.71], [11.66, -0.10, -1.42], [9.46, 2.40, -1.45], [7.20, 2.09, -2.46], [7.34, -2.00, -1.13], [9.64, -1.60, -0.40], [4.97, 1.86, -1.98], [2.64, 1.40, -2.68], [3.66, -2.48, -3.73], [5.94, -2.21, -2.87], [1.31, -0.15, -4.27], [0.91, -0.87, -2.76], [1.62, -1.88, -3.99], [1.36, 1.83, 4.46], [0.44, 2.52, 3.52], [0.82, 3.70, 3.01], [0.06, 4.34, 2.07], [-1.13, 3.75, 1.62], [-1.46, 2.50, 2.13], [-0.64, 1.86, 3.03], [-2.01, 4.52, 0.69], [-2.73, 5.61, 1.15], [-3.59, 6.27, 0.29], [-3.73, 5.84, -0.98], [-3.04, 4.79, -1.45], [-2.22, 4.06, -0.61], [-4.69, 6.53, -1.87], [0.84, 0.99, 4.91], [1.68, 2.55, 5.21], [2.22, 1.49, 3.89], [1.72, 4.13, 3.41], [0.41, 5.26, 1.63], [-2.34, 1.99, 1.78], [-0.63, 0.82, 3.31], [-2.73, 6.03, 2.14], [-4.26, 7.06, 0.60], [-3.20, 4.49, -2.47], [-1.64, 3.24, -1.01], [-4.55, 6.20, -2.90], [-4.55, 7.61, -1.86], [-5.70, 6.32, -1.54], [-3.58, -4.38, 7.82], [-3.62, -3.96, 6.40], [-4.21, -2.81, 6.04], [-4.24, -2.40, 4.72], [-3.65, -3.19, 3.73], [-2.95, -4.32, 4.16], [-3.03, -4.73, 5.47], [-3.76, -2.81, 2.29], [-3.96, -1.50, 1.88], [-4.13, -1.22, 0.53], [-3.98, -2.20, -0.37], [-3.52, -3.41, -0.01], [-3.46, -3.75, 1.31], [-4.10, -1.91, -1.82], [-3.37, -3.54, 8.48], [-2.76, -5.09, 7.89], [-4.52, -4.83, 8.11], [-4.78, -2.31, 6.81], [-4.79, -1.50, 4.51], [-2.42, -4.90, 3.42], [-2.46, -5.58, 5.81], [-4.00, -0.66, 2.56], [-4.59, -0.31, 0.18], [-3.20, -4.06, -0.82], [-3.17, -4.78, 1.51], [-4.86, -2.57, -2.24], [-3.12, -2.09, -2.27], [-4.42, -0.88, -1.94], [-1.13, -1.11, -1.11], [-0.05, -1.45, 0.11], [-0.38, -0.93, 1.40], [1.27, -1.63, -0.34], [-0.51, -2.97, 0.28], [-1.14, 0.44, -1.00], [0.06, 1.21, -1.20], [-2.11, 0.96, -0.06], [-1.82, 0.73, -2.39], [-3.21, -2.60, -5.51], [-1.94, -1.61, -5.52], [-1.66, -0.85, -6.67], [-0.82, -2.07, -4.76], [-2.58, -0.55, -4.46], [-2.91, -3.46, -6.84], [-1.68, -4.20, -6.81], [-3.31, -2.85, -8.05], [-4.03, -4.56, -6.58]]}

{"formula": "C36H42MgN2OP3", "method": "ωB97M-V/def2-TZVPD", "gap_ev": 4.63, "homo_energy_ev": -2.25, "multiplicity": 1, "charge": -1, "lumo_energy_ev": 2.37, "de_lowest_ev": 0.000, "symbols": ["Mg", "C", "P", "C", "N", "C", "C", "C", "C", "C", "C", "N", "C", "P", "C", "C", "C", "C", "C", "C", "C", "C", "C", "H", "H", "H", "H", "H", "H", "H", "H", "H", "H", "H", "H", "H", "H", "H", "H", "H", "H", "H", "H", "H", "H", "H", "H", "H", "H", "H", "H", "C", "C", "C", "C", "C", "C", "P", "C", "C", "C", "C", "C", "C", "C", "C", "C", "C", "C", "C", "H", "H", "H", "H", "H", "H", "H", "H", "H", "H", "H", "H", "H", "H", "O"], "coordinates": [[-1.02, 0.52, -0.26], [2.63, -0.08, 3.01], [1.59, 0.51, 1.47], [3.15, 0.70, 0.39], [4.29, 0.72, 1.02], [5.44, 0.95, 0.35], [6.68, 0.99, 1.04], [7.84, 1.23, 0.36], [7.81, 1.45, -1.04], [6.63, 1.41, -1.72], [5.42, 1.16, -1.04], [4.25, 1.11, -1.72], [3.13, 0.89, -1.08], [1.58, 0.73, -2.15], [2.47, 1.34, -3.75], [1.68, -1.15, -2.53], [1.28, -2.02, -1.34], [0.68, -1.41, -3.67], [3.06, -1.61, -2.99], [1.40, 2.35, 1.99], [0.80, 3.19, 0.86], [2.70, 3.02, 2.43], [0.43, 2.37, 3.17], [3.56, 0.41, 3.30], [2.84, -1.13, 2.78], [1.92, -0.09, 3.85], [6.66, 0.82, 2.11], [8.78, 1.26, 0.89], [8.74, 1.64, -1.56], [6.58, 1.57, -2.80], [3.47, 0.99, -4.01], [2.52, 2.43, -3.62], [1.78, 1.16, -4.58], [0.26, -1.82, -1.00], [1.94, -1.86, -0.48], [1.34, -3.07, -1.64], [-0.34, -1.14, -3.37], [0.68, -2.48, -3.92], [0.93, -0.85, -4.57], [3.82, -1.47, -2.21], [3.40, -1.07, -3.88], [3.03, -2.67, -3.23], [1.42, 3.19, -0.03], [0.69, 4.23, 1.21], [-0.19, 2.84, 0.57], [3.42, 3.10, 1.61], [3.19, 2.48, 3.24], [2.48, 4.04, 2.78], [-0.54, 1.93, 2.90], [0.26, 3.40, 3.50], [0.82, 1.81, 4.02], [-3.06, -2.79, 4.14], [-2.39, -3.43, 3.11], [-2.47, -2.94, 1.82], [-3.24, -1.81, 1.54], [-3.90, -1.16, 2.58], [-3.81, -1.65, 3.87], [-3.26, -1.21, -0.19], [-4.64, -2.16, -0.93], [-4.90, -1.94, -2.29], [-5.95, -2.59, -2.92], [-6.74, -3.48, -2.20], [-6.48, -3.71, -0.86], [-5.44, -3.05, -0.23], [-3.93, 0.48, -0.09], [-5.29, 0.79, 0.03], [-5.66, 2.12, 0.14], [-4.69, 3.11, 0.15], [-3.34, 2.78, 0.04], [-2.92, 1.45, -0.11], [-2.98, -3.16, 5.15], [-1.78, -4.30, 3.32], [-1.91, -3.42, 1.02], [-4.47, -0.27, 2.38], [-4.32, -1.14, 4.68], [-4.28, -1.25, -2.85], [-6.14, -2.41, -3.97], [-7.56, -3.99, -2.70], [-7.10, -4.40, -0.30], [-5.24, -3.23, 0.82], [-6.04, 0.01, 0.02], [-6.71, 2.38, 0.23], [-4.98, 4.15, 0.24], [-2.61, 3.58, 0.04], [0.80, 0.56, -0.30]]}

{"formula": "C36H43BBrF4IO7P", "method": "ωB97M-V/def2-TZVPD", "gap_ev": 6.03, "homo_energy_ev": -4.50, "multiplicity": 1, "charge": -1, "lumo_energy_ev": 1.53, "de_lowest_ev": 0.000, "symbols": ["C", "C", "O", "B", "O", "C", "C", "C", "O", "Br", "O", "P", "I", "O", "C", "C", "C", "C", "C", "O", "O", "C", "C", "H", "H", "H", "H", "H", "H", "H", "H", "H", "H", "H", "H", "H", "H", "H", "H", "H", "H", "H", "H", "H", "H", "H", "F", "C", "C", "C", "C", "C", "C", "H", "H", "H", "H", "H", "F", "C", "C", "C", "C", "C", "C", "H", "H", "H", "H", "H", "F", "C", "C", "C", "C", "C", "C", "H", "H", "H", "H", "H", "F", "C", "C", "C", "C", "C", "C", "H", "H", "H", "H", "H"], "coordinates": [[7.03, -2.71, 2.17], [7.32, -2.93, 0.69], [7.84, -1.71, 0.17], [8.55, -1.79, -0.99], [9.08, -2.96, -1.49], [8.84, -0.42, -1.78], [9.90, 0.49, -1.04], [10.45, -0.12, 0.23], [10.04, 0.17, 1.33], [11.94, -1.41, 0.10], [9.51, -0.74, -3.03], [9.23, 0.61, -4.11], [10.88, -0.37, -5.87], [8.07, 1.38, -3.03], [7.60, 0.30, -2.28], [6.43, 0.52, -1.34], [6.75, 1.27, -0.05], [5.46, 1.89, 0.53], [4.36, 0.85, 0.66], [4.55, -0.10, 1.39], [3.17, 1.04, 0.01], [2.93, 0.13, -1.06], [2.54, -1.29, -0.60], [6.50, -1.78, 2.34], [7.95, -2.72, 2.75], [6.41, -3.52, 2.55], [8.02, -3.76, 0.62], [6.36, -3.16, 0.23], [8.47, -3.42, -2.07], [9.51, 1.47, -0.78], [10.73, 0.64, -1.72], [8.26, -0.09, -4.88], [9.02, 1.71, -5.04], [10.38, 1.34, -3.68], [7.19, -0.41, -3.03], [5.99, -0.46, -1.15], [5.67, 1.10, -1.87], [7.43, 2.10, -0.22], [7.18, 0.62, 0.71], [5.14, 2.73, -0.09], [5.66, 2.23, 1.54], [2.10, 0.51, -1.64], [3.75, 0.09, -1.76], [3.42, -1.91, -0.73], [1.70, -1.68, -1.14], [2.28, -1.26, 0.45], [0.06, -0.46, -1.30], [-1.12, -0.17, -0.71], [-1.12, 0.27, 0.60], [-2.33, 0.57, 1.21], [-3.52, 0.42, 0.50], [-3.50, -0.03, -0.81], [-2.29, -0.32, -1.43], [-0.18, 0.38, 1.13], [-2.35, 0.93, 2.22], [-4.46, 0.65, 0.98], [-4.42, -0.15, -1.36], [-2.25, -0.67, -2.45], [-3.68, 1.09, 3.87], [-3.55, 0.44, 5.04], [-2.75, -0.68, 5.10], [-2.62, -1.34, 6.31], [-3.29, -0.89, 7.44], [-4.10, 0.23, 7.35], [-4.23, 0.91, 6.15], [-2.23, -1.02, 4.21], [-1.98, -2.22, 6.38], [-3.19, -1.42, 8.38], [-4.64, 0.58, 8.23], [-4.85, 1.79, 6.06], [-6.51, 0.30, 2.21], [-7.32, 0.90, 1.31], [-7.28, 2.28, 1.19], [-8.11, 2.89, 0.26], [-8.97, 2.13, -0.52], [-9.00, 0.75, -0.38], [-8.16, 0.13, 0.54], [-6.61, 2.85, 1.81], [-8.08, 3.97, 0.15], [-9.61, 2.61, -1.24], [-9.67, 0.15, -0.98], [-8.16, -0.95, 0.66], [-11.32, -1.12, -1.55], [-12.14, -0.53, -2.45], [-12.12, 0.84, -2.58], [-12.96, 1.44, -3.51], [-13.81, 0.66, -4.28], [-13.82, -0.72, -4.13], [-12.97, -1.32, -3.22], [-11.46, 1.43, -1.96], [-12.95, 2.51, -3.63], [-14.46, 1.13, -5.00], [-14.48, -1.32, -4.74], [-12.96, -2.40, -3.09]]}

{"formula": "C36H43ClIN4O2P2PdSi2", "method": "ωB97M-V/def2-TZVPD", "gap_ev": [6.68, 7.39], "homo_energy_ev": [-4.47, -5.24], "multiplicity": 3, "charge": -1, "lumo_energy_ev": [2.21, 2.15], "de_lowest_ev": 0.459, "s_squared": 2.010, "symbols": ["Pd", "C", "Si", "C", "C", "N", "P", "C", "P", "N", "Si", "C", "C", "C", "C", "C", "C", "C", "C", "C", "C", "C", "C", "C", "C", "C", "C", "C", "C", "C", "C", "C", "C", "C", "C", "C", "C", "C", "H", "H", "H", "H", "H", "H", "H", "H", "H", "H", "H", "H", "H", "H", "H", "H", "H", "H", "H", "H", "H", "H", "H", "H", "H", "H", "H", "H", "H", "H", "H", "H", "H", "H", "H", "H", "H", "H", "I", "C", "C", "N", "N", "C", "H", "H", "H", "Cl", "C", "C", "O", "O", "H", "H"], "coordinates": [[0.40, 0.39, 0.81], [4.11, 0.48, 0.09], [3.62, -1.03, 1.07], [3.94, -0.75, 2.89], [4.77, -2.41, 0.54], [1.97, -1.47, 0.92], [1.08, -2.03, -0.28], [0.21, -0.69, -0.93], [-1.38, -0.33, -1.49], [-1.78, 1.16, -1.11], [-3.25, 1.99, -1.36], [-4.26, 2.22, 0.21], [-2.84, 3.69, -2.04], [-4.47, 1.25, -2.59], [-2.69, -1.46, -0.93], [-3.14, -2.57, -1.64], [-4.16, -3.38, -1.13], [-4.71, -3.09, 0.11], [-4.25, -2.01, 0.84], [-3.25, -1.20, 0.32], [-1.35, -0.40, -3.35], [-0.22, 0.21, -3.91], [-0.10, 0.39, -5.27], [-1.11, -0.04, -6.13], [-2.24, -0.64, -5.59], [-2.36, -0.81, -4.21], [2.12, -2.69, -1.66], [2.78, -1.72, -2.43], [3.66, -2.09, -3.43], [3.88, -3.43, -3.70], [3.21, -4.40, -2.97], [2.33, -4.03, -1.96], [0.38, -3.57, 0.44], [1.32, -4.38, 1.09], [0.94, -5.55, 1.73], [-0.41, -5.92, 1.76], [-1.35, -5.12, 1.13], [-0.95, -3.96, 0.48], [4.78, 1.15, 0.66], [3.23, 1.07, -0.17], [4.63, 0.19, -0.83], [4.78, -0.08, 3.07], [4.16, -1.71, 3.38], [3.04, -0.34, 3.36], [5.80, -2.12, 0.78], [4.71, -2.60, -0.54], [4.56, -3.34, 1.06], [-3.85, 1.63, 1.03], [-5.30, 1.90, 0.04], [-4.28, 3.26, 0.54], [-1.87, 4.05, -1.69], [-3.59, 4.43, -1.77], [-2.79, 3.64, -3.14], [-4.73, 0.22, -2.32], [-4.08, 1.25, -3.61], [-5.39, 1.84, -2.56], [-2.67, -2.85, -2.58], [-4.50, -4.24, -1.70], [-5.50, -3.72, 0.51], [-4.66, -1.79, 1.82], [-2.88, -0.35, 0.89], [0.57, 0.55, -3.24], [0.79, 0.87, -5.68], [-1.02, 0.10, -7.20], [-3.04, -0.97, -6.24], [-3.27, -1.24, -3.83], [2.59, -0.67, -2.22], [4.17, -1.33, -4.01], [4.57, -3.73, -4.49], [3.36, -5.45, -3.19], [1.81, -4.80, -1.40], [2.36, -4.08, 1.11], [1.68, -6.16, 2.22], [-0.71, -6.82, 2.28], [-2.40, -5.39, 1.15], [-1.70, -3.35, 0.00], [-1.27, 6.11, 3.93], [-1.24, 4.50, 2.66], [-1.06, 4.53, 1.29], [-1.12, 3.25, 0.89], [-1.34, 2.40, 1.89], [-1.42, 3.14, 2.98], [-0.87, 5.34, 0.61], [-1.06, 2.83, -0.04], [-1.56, 2.68, 3.95], [1.59, 2.46, 5.45], [2.31, 2.50, 3.81], [1.52, 1.75, 2.75], [1.66, 2.18, 1.57], [0.81, 0.77, 3.04], [3.30, 2.05, 3.88], [2.40, 3.54, 3.51]]}

{"formula": "C36H43F7I3N2O4PS", "method": "ωB97M-V/def2-TZVPD", "gap_ev": 8.86, "homo_energy_ev": -8.91, "smiles": "CC[C@@H](I)[C@@](C)(I)O[C@](CC=O)(C(F)(F)C(F)F)[C@](N=C=O)(O[C@H](CCN)C[C@H](C)I)[PH2]=S.Fc1ccccc1.Fc1ccccc1.Fc1ccccc1", "multiplicity": 1, "charge": 0, "lumo_energy_ev": -0.05, "symbols": ["C", "C", "C", "I", "C", "C", "I", "O", "C", "C", "C", "O", "C", "F", "F", "C", "F", "F", "C", "N", "C", "O", "O", "C", "C", "C", "N", "C", "C", "C", "I", "P", "S", "H", "H", "H", "H", "H", "H", "H", "H", "H", "H", "H", "H", "H", "H", "H", "H", "H", "H", "H", "H", "H", "H", "H", "H", "H", "H", "H", "H", "F", "C", "C", "C", "C", "C", "C", "H", "H", "H", "H", "H", "F", "C", "C", "C", "C", "C", "C", "H", "H", "H", "H", "H", "F", "C", "C", "C", "C", "C", "C", "H", "H", "H", "H", "H"], "coordinates": [[-1.16, -3.67, 1.11], [-1.31, -2.17, 0.92], [-1.49, -1.82, -0.56], [-3.57, -2.01, -1.13], [-0.88, -0.47, -1.02], [0.55, -0.29, -0.50], [-0.52, -0.95, -3.22], [-1.73, 0.61, -1.15], [-1.89, 1.74, -0.33], [-1.16, 1.90, 0.99], [-1.14, 0.72, 1.95], [-0.14, 0.49, 2.59], [-3.40, 1.80, -0.04], [-3.69, 0.85, 0.86], [-4.09, 1.46, -1.10], [-3.96, 3.11, 0.55], [-5.28, 3.12, 0.30], [-3.84, 3.12, 1.87], [-1.39, 2.97, -1.22], [0.04, 2.54, -1.54], [0.41, 2.44, -2.71], [0.78, 2.34, -3.84], [-1.26, 4.09, -0.40], [-1.14, 5.35, -1.03], [0.19, 5.57, -1.76], [1.41, 5.24, -0.92], [2.62, 5.09, -1.76], [-1.27, 6.45, 0.08], [-1.67, 5.98, 1.47], [-2.18, 7.21, 2.24], [0.00, 5.24, 2.61], [-2.35, 3.23, -2.81], [-4.07, 4.17, -2.63], [-0.24, -3.97, 0.64], [-1.13, -3.95, 2.15], [-1.96, -4.20, 0.62], [-2.21, -1.88, 1.45], [-0.49, -1.66, 1.41], [-1.02, -2.61, -1.12], [0.91, -1.24, -0.14], [0.67, 0.43, 0.30], [1.22, 0.00, -1.28], [-0.14, 2.20, 0.89], [-1.61, 2.69, 1.58], [-2.01, 0.08, 2.11], [-3.57, 4.03, 0.12], [-1.93, 5.61, -1.73], [0.24, 5.05, -2.71], [0.28, 6.62, -2.00], [1.58, 6.06, -0.23], [1.24, 4.39, -0.28], [3.28, 5.79, -1.46], [3.06, 4.23, -1.48], [-0.38, 7.05, 0.13], [-2.06, 7.13, -0.23], [-2.50, 5.29, 1.46], [-1.47, 8.02, 2.14], [-2.39, 6.99, 3.27], [-3.07, 7.55, 1.72], [-1.59, 4.01, -3.69], [-2.56, 1.94, -3.32], [-3.99, -5.75, 1.04], [-3.84, -7.00, 0.56], [-4.95, -7.81, 0.44], [-4.79, -9.09, -0.06], [-3.53, -9.55, -0.42], [-2.43, -8.72, -0.29], [-2.58, -7.43, 0.20], [-5.92, -7.44, 0.73], [-5.65, -9.74, -0.17], [-3.41, -10.55, -0.81], [-1.44, -9.07, -0.57], [-1.73, -6.76, 0.30], [4.84, 2.20, -1.21], [6.09, 2.70, -1.26], [7.16, 1.84, -1.19], [8.45, 2.35, -1.24], [8.64, 3.73, -1.35], [7.55, 4.58, -1.41], [6.26, 4.07, -1.37], [6.99, 0.77, -1.10], [9.30, 1.69, -1.20], [9.65, 4.13, -1.38], [7.70, 5.65, -1.49], [5.40, 4.71, -1.42], [0.79, -5.97, 0.43], [1.42, -6.77, 1.32], [2.77, -7.01, 1.16], [3.42, -7.82, 2.08], [2.71, -8.38, 3.14], [1.36, -8.12, 3.28], [0.70, -7.31, 2.37], [3.30, -6.57, 0.33], [4.48, -8.02, 1.97], [3.22, -9.02, 3.85], [0.81, -8.56, 4.10], [-0.35, -7.09, 2.47]]}

Number 1: electronic energy -120487.1618 eV. Number 2: electronic energy -76353.0329 eV. Number 3: electronic energy -151343.0291 eV. Number 4: electronic energy -106525.6342 eV. Number 5: electronic energy -112645.5505 eV.